[1]
C20H44N4O7PS2 | ωB97M-V/def2-TZVPD

Geometry as XYZ:
```
78
Properties=species:S:1:pos:R:3
C 1.5152 -4.0415 1.6345
O 1.2384 -2.6104 1.4325
C 1.1462 -2.2629 -0.0015
S -0.1898 -1.0186 -0.4237
O 0.5639 0.3457 -0.6788
O -0.9140 -1.3184 -1.7944
N -1.3392 -0.6946 0.8433
S -2.0441 -2.1314 1.5208
O -3.5469 -1.7713 1.8433
O -1.3993 -2.4188 2.9306
P -1.9348 -3.8934 0.3176
N -3.4283 -4.3549 -0.2140
H 0.5693 -4.6473 1.9970
H 2.3146 -4.1325 2.5153
H 1.9720 -4.5950 0.7102
H 2.1986 -1.7706 -0.2786
H 1.0508 -3.2097 -0.7027
H -1.0804 -3.7361 -0.8309
H -1.4320 -4.9762 1.1361
H -4.1194 -3.6511 0.1261
C -4.5234 1.3039 4.7737
C -5.2845 1.7498 3.4912
C -4.4168 1.4479 2.2354
C -3.2385 2.4018 2.0687
C -3.6959 3.8549 2.1108
C -4.5478 4.1925 3.3644
N -5.6517 3.2032 3.5975
O -6.6585 3.4590 2.6476
C -3.6281 4.2615 4.6127
C -5.0770 5.6569 3.2251
C -6.5368 0.8160 3.4588
H -4.7506 0.2656 5.0444
H -3.4378 1.3452 4.6617
H -4.8079 1.9100 5.6414
H -5.0369 1.5046 1.3313
H -4.0388 0.4184 2.2794
H -2.4819 2.2198 2.8396
H -2.7419 2.2043 1.1091
H -2.8149 4.5083 2.0661
H -4.2725 4.0634 1.1993
H -4.2178 4.4052 5.5276
H -2.9329 5.1066 4.5435
H -3.0010 3.3835 4.7456
H -5.6564 5.8118 2.3073
H -4.2465 6.3732 3.1848
H -5.7064 5.9320 4.0792
H -7.1751 0.9855 4.3337
H -6.2384 -0.2400 3.4657
H -7.1460 0.9492 2.5575
C 4.2674 -0.2539 -5.6702
C 3.9853 -1.3262 -4.5777
C 3.1560 -0.6927 -3.4236
C 3.9698 0.2406 -2.5333
C 5.2296 -0.4470 -2.0205
C 6.0897 -1.0720 -3.1521
N 5.2817 -1.9138 -4.0955
O 4.9833 -3.1217 -3.4372
C 6.8119 0.0556 -3.9369
C 7.2664 -1.8675 -2.4992
C 3.0873 -2.3747 -5.3094
H 3.4838 -0.2351 -6.4374
H 4.3088 0.7617 -5.2706
H 5.2039 -0.4581 -6.2018
H 2.7282 -1.4838 -2.7940
H 2.3026 -0.1386 -3.8353
H 4.2309 1.1581 -3.0717
H 3.3558 0.5585 -1.6799
H 5.8252 0.2776 -1.4501
H 4.9327 -1.2243 -1.3033
H 7.3522 -0.3516 -4.8016
H 7.5521 0.5625 -3.3063
H 6.1478 0.8410 -4.2888
H 6.9198 -2.6395 -1.8021
H 7.9162 -1.2018 -1.9169
H 7.8891 -2.3485 -3.2623
H 3.6278 -2.8415 -6.1412
H 2.1884 -1.9002 -5.7228
H 2.7282 -3.1682 -4.6442
```

* charge: -1
* max |F|: 0.1733 hartree/bohr
* multiplicity: 3

Löwdin population analysis, charges in e, atoms 1 to 2:
1 C -0.1289
2 O -0.2668

***

[2]
C8H12ClF6N4O9PrS2 | ωB97M-V/def2-TZVPD

Geometry as XYZ:
```
43
Properties=species:S:1:pos:R:3
Pr 0.2120 -0.1224 -0.5717
O 1.5876 -0.4232 3.5604
Cl 1.0988 -0.6408 2.2525
O 0.9032 -2.0200 1.9072
O 2.0071 -0.0536 1.2087
O -0.1782 0.0810 2.0108
N -3.3919 -2.4637 0.8712
C -2.5383 -1.5051 0.4893
O -1.3783 -1.8098 0.1711
C -3.0027 -0.0796 0.4324
C -2.2092 0.7004 -0.6121
H -3.0678 -3.4112 0.9610
H -4.3344 -2.2336 1.1277
H -2.8164 0.3187 1.4383
H -4.0979 -0.0821 0.3261
H -2.3459 1.7730 -0.4420
H -2.6262 0.4823 -1.6055
F -0.8767 -4.2212 -1.5032
C -0.4532 -3.4580 -2.4932
F -0.5552 -4.1199 -3.6315
F -1.1870 -2.3552 -2.5670
S 1.3196 -3.0268 -2.2149
O 1.3740 -2.0436 -1.0995
O 1.9558 -4.2803 -2.0344
N 1.7306 -2.2713 -3.5484
S 1.7666 -0.6957 -3.6058
O 2.0231 -0.2187 -4.9155
O 0.6260 -0.0932 -2.8648
C 3.2429 -0.1476 -2.5665
F 2.7910 0.5486 -1.5048
F 4.0218 0.6459 -3.2759
F 3.9343 -1.1872 -2.1370
C -0.8572 3.3036 2.7954
N 0.4252 3.4536 2.1101
C 1.5615 4.0500 2.8083
C 0.6098 2.8745 0.9531
N 0.6938 2.3585 -0.0808
H -0.6698 2.9748 3.8177
H -1.4450 2.5402 2.2944
H -1.3980 4.2503 2.8034
H 1.3043 5.0580 3.1340
H 2.4068 4.1072 2.1279
H 1.8333 3.4436 3.6736
```

* max |F|: 0.0407 hartree/bohr
* multiplicity: 3

Löwdin population analysis, charges in e, atoms 1 to 2:
1 Pr 1.1732
2 O -0.2527

***

[3]
C52H63BrIN8O15PS2 | ωB97M-V/def2-TZVPD

Geometry as XYZ:
```
143
Properties=species:S:1:pos:R:3
C 4.0606 2.9806 -4.4404
C 2.9673 1.9272 -4.2502
C 3.5142 0.6661 -3.6402
Br 4.2975 -0.4794 -4.9840
P 2.3775 -0.3379 -2.5898
I 0.3033 -0.0344 -4.1646
C 2.2863 -2.1389 -2.9181
C 1.3757 -2.8297 -1.9099
C 0.3714 -3.8374 -2.4950
S 1.0699 -4.7662 -3.8848
C 0.1648 -4.4374 -5.3636
S 1.0471 -4.2690 -6.6930
N -1.2204 -4.3955 -5.4071
C -1.7796 -3.0479 -5.3563
C -3.2719 -3.0789 -5.6396
O -3.8604 -4.3446 -5.3808
C -3.2940 -4.8787 -4.2289
C -1.8953 -5.3577 -4.5107
O 3.5682 -0.6502 -1.3907
C 3.4259 -0.0136 -0.1399
C 2.4224 -0.6878 0.7404
N 2.4693 -0.0799 2.0551
C 1.6427 -0.7310 3.0597
C 0.1526 -0.7032 2.8094
C -0.4186 0.6672 2.9966
O -0.4859 -1.5570 3.7813
H 4.4063 2.8961 -5.4572
H 3.6539 3.9704 -4.3333
H 4.9095 2.8107 -3.8003
H 2.5272 1.7479 -5.2126
H 2.2231 2.3363 -3.5826
H 4.3188 0.9469 -2.9909
H 1.5862 0.3598 -1.6852
H 1.9769 -2.2914 -3.9323
H 3.2993 -2.4675 -2.7835
H 0.7825 -2.0778 -1.4109
H 1.9380 -3.3218 -1.1331
H 0.1492 -4.5627 -1.7313
H -0.5612 -3.3552 -2.7268
H -1.5904 -2.5215 -4.4317
H -1.3112 -2.4753 -6.1349
H -3.4820 -2.8483 -6.6684
H -3.7434 -2.3374 -5.0076
H -3.2872 -4.1588 -3.4134
H -3.8668 -5.7192 -3.8738
H -1.4033 -5.4842 -3.5568
H -1.9686 -6.2873 -5.0538
H 3.2128 1.0486 -0.2460
H 4.3717 -0.0898 0.3740
H 1.4346 -0.5486 0.3041
H 2.6164 -1.7490 0.7914
H 2.2164 0.8985 1.9783
H 1.9543 -1.7669 3.1031
H 1.8213 -0.2288 3.9988
H -0.1027 -1.0874 1.8333
H -0.6923 1.1100 2.0577
H -1.2969 0.5901 3.6088
H 0.2834 1.3183 3.4899
H -0.2649 -2.4717 3.5570
C 7.7628 2.4677 3.1032
C 7.4796 1.7114 1.9749
C 6.6474 2.2167 0.9915
C 6.1131 3.4793 1.1588
C 6.3782 4.2476 2.2747
C 7.2110 3.7325 3.2528
N 5.2287 4.0227 0.1124
O 4.9910 3.3086 -0.8476
O 4.7784 5.1407 0.2711
H 8.4142 2.0696 3.8687
H 7.9065 0.7254 1.8610
H 6.4174 1.6356 0.1117
H 5.9421 5.2288 2.3809
H 7.4293 4.3190 4.1338
C -5.8500 3.2625 -0.1920
C -6.4164 2.4130 -1.1281
C -5.7384 1.2813 -1.5361
C -4.4993 1.0134 -0.9880
C -3.9108 1.8497 -0.0546
C -4.5975 2.9908 0.3418
N -3.8108 -0.2155 -1.4322
O -4.3759 -0.8793 -2.2821
O -2.7345 -0.5199 -0.9448
H -6.3878 4.1479 0.1210
H -7.3903 2.6346 -1.5425
H -6.1691 0.6145 -2.2669
H -2.9391 1.6231 0.3530
H -4.1648 3.6754 1.0606
C -4.0829 8.8716 4.5819
C -4.8140 7.9060 3.9043
C -4.1663 6.8427 3.3002
C -2.7906 6.7668 3.3903
C -2.0431 7.7185 4.0546
C -2.7000 8.7790 4.6538
N -2.0957 5.6287 2.7645
O -2.7783 4.8129 2.1631
O -0.8889 5.5701 2.8795
H -4.5929 9.6990 5.0560
H -5.8905 7.9797 3.8470
H -4.7250 6.0871 2.7701
H -0.9686 7.6353 4.1051
H -2.1316 9.5331 5.1790
C 4.4289 -5.4100 -0.7844
C 5.6470 -6.0035 -0.4833
C 6.0671 -7.1183 -1.1879
C 5.2558 -7.6166 -2.1882
C 4.0396 -7.0449 -2.5019
C 3.6273 -5.9333 -1.7889
N 5.7106 -8.7949 -2.9525
O 6.7780 -9.2903 -2.6388
O 4.9907 -9.1987 -3.8458
H 4.1061 -4.5340 -0.2363
H 6.2723 -5.5965 0.2988
H 7.0113 -7.5896 -0.9638
H 3.4233 -7.4543 -3.2880
H 2.6800 -5.4735 -2.0227
C -12.8335 2.2920 -1.0224
C -12.3968 3.0959 0.0213
C -11.4047 4.0367 -0.1948
C -10.8687 4.1555 -1.4614
C -11.2844 3.3634 -2.5130
C -12.2754 2.4238 -2.2861
N -9.8224 5.1674 -1.7027
O -9.4535 5.8362 -0.7534
O -9.3852 5.2678 -2.8335
H -13.6116 1.5610 -0.8505
H -12.8310 2.9918 1.0055
H -11.0567 4.6669 0.6087
H -10.8447 3.4767 -3.4918
H -12.6140 1.7959 -3.0979
C 3.4871 -4.2879 7.4575
C 3.4660 -4.0264 6.0947
C 4.2633 -3.0246 5.5688
C 5.0736 -2.3026 6.4208
C 5.1057 -2.5415 7.7797
C 4.3031 -3.5436 8.2980
N 5.9414 -1.2487 5.8585
O 5.8811 -1.0493 4.6597
O 6.6669 -0.6461 6.6290
H 2.8661 -5.0735 7.8657
H 2.8286 -4.6040 5.4403
H 4.2508 -2.8157 4.5099
H 5.7463 -1.9587 8.4232
H 4.3170 -3.7455 9.3595
```

* SMILES string: CC[C@H](Br)[PH](I)(CCCSC(=S)N1CCOCC1)OCCNC[C@H](C)O.O=[N+]([O-])c1ccccc1.O=[N+]([O-])c1ccccc1.O=[N+]([O-])c1ccccc1.O=[N+]([O-])c1ccccc1.O=[N+]([O-])c1ccccc1.O=[N+]([O-])c1ccccc1
* max |F|: 0.0331 hartree/bohr

Löwdin population analysis, charges in e, atoms 1 to 2:
1 C -0.0924
2 C -0.4211

***

[4]
C3H10N2O | ωB97M-V/def2-TZVPD

Geometry as XYZ:
```
16
Properties=species:S:1:pos:R:3
C 0.8492 0.1882 0.0311
C -0.6196 0.2142 0.0726
C -1.3801 -1.0918 0.2170
N 1.5018 1.3877 -0.0985
N 1.4836 -0.9459 -0.3918
O -1.1384 1.4363 0.5814
H -2.0830 1.4771 0.3499
H 0.2758 0.0402 1.3990
H -0.8827 0.5022 -1.2534
H 0.9790 -1.6209 -0.9436
H 0.9933 2.1826 0.2664
H 2.3407 1.4581 -0.6527
H 2.4910 -0.9689 -0.3762
H -0.8089 -1.9285 0.6263
H -2.2003 -0.9336 0.9150
H -1.8015 -1.3969 -0.7424
```

* max |F|: 0.1461 hartree/bohr

Löwdin population analysis, charges in e, atoms 1 to 2:
1 C -0.5530
2 C -0.5798

***

The calculation returns the following electronic energy values, one per record and in order: -72696.51031; -97438.96157; -206663.80804; -8297.08096 eV.